1.
{
  "formula": "C2HBrN2O2",
  "method": "wB97M-V/def2-TZVPD",
  "elements": ["C", "C", "N", "N", "O", "O", "Br", "H"],
  "coordinates": [[0.518, 0.557, 1.116], [0.313, 0.235, -0.308], [0.727, 1.045, 2.121], [-0.695, -0.943, -0.299], [-1.323, -1.090, 0.704], [-0.865, -1.576, -1.334], [1.835, 0.202, -1.435], [-0.511, 1.570, -0.566]],
  "de_lowest_kcal_mol": 112.8,
  "e_homo_ev": -11.4,
  "charge": 0,
  "orbital_gap_ev": 10.0036,
  "max_force_ev_per_a": 4.8
}

---

2.
{
  "formula": "C2HCl2FO",
  "method": "wB97M-V/def2-TZVPD",
  "elements": ["C", "C", "H", "O", "F", "Cl", "Cl"],
  "coordinates": [[-0.405, 0.244, 0.281], [0.656, -0.739, -0.216], [0.260, -1.784, -0.218], [1.789, -0.130, -0.607], [-0.508, 0.363, 1.570], [0.218, 1.791, -0.237], [-2.010, 0.255, -0.574]],
  "de_lowest_kcal_mol": 37.9,
  "e_homo_ev": -10.5,
  "charge": 0,
  "orbital_gap_ev": 9.3469,
  "max_force_ev_per_a": 9.0
}

---

3.
{
  "formula": "C2HCl2NO",
  "method": "wB97M-V/def2-TZVPD",
  "elements": ["C", "C", "N", "O", "Cl", "Cl", "H"],
  "coordinates": [[0.982, -1.386, 0.220], [0.869, -0.016, 0.396], [0.958, -2.501, 0.114], [-2.163, 0.771, -0.145], [-0.553, 0.649, 0.753], [1.911, 1.080, -0.497], [-2.006, 1.404, -0.841]],
  "de_lowest_kcal_mol": 100.1,
  "e_homo_ev": [-9.8, -9.8],
  "charge": 0,
  "orbital_gap_ev": [8.1003, 8.1096],
  "max_force_ev_per_a": 4.1
}

---

4.
{
  "formula": "C2HCl2NO2",
  "method": "wB97M-V/def2-TZVPD",
  "elements": ["C", "C", "N", "O", "O", "Cl", "Cl", "H"],
  "coordinates": [[0.798, -1.179, -0.909], [-0.003, -0.015, -0.614], [1.398, -2.129, -1.137], [-0.324, 1.859, 0.618], [0.557, 1.080, -0.204], [-0.144, -0.941, 1.659], [-1.753, 0.011, -0.934], [-0.530, 1.315, 1.521]],
  "multiplicity": 3,
  "de_lowest_kcal_mol": 49.6,
  "e_homo_ev": [-8.6, -11.8],
  "charge": 0,
  "orbital_gap_ev": [8.6840, 6.8943],
  "max_force_ev_per_a": 3.7
}

---

5.
{
  "formula": "C2HCl2O2P",
  "method": "wB97M-V/def2-TZVPD",
  "elements": ["C", "C", "O", "O", "P", "Cl", "Cl", "H"],
  "coordinates": [[0.409, -0.589, 0.547], [-0.433, 0.578, 0.023], [0.149, 0.977, -1.093], [0.794, -0.135, -1.723], [1.415, -1.251, -0.657], [0.219, -1.016, 2.203], [-2.102, -0.029, -0.165], [-0.450, 1.464, 0.864]],
  "de_lowest_kcal_mol": 80.8,
  "e_homo_ev": -9.3,
  "smiles": "ClC1=POO[C@H]1Cl",
  "charge": 0,
  "orbital_gap_ev": 8.6747,
  "max_force_ev_per_a": 4.3
}

---

6.
{
  "formula": "C2HCl3O",
  "method": "wB97M-V/def2-TZVPD",
  "elements": ["C", "C", "O", "Cl", "Cl", "Cl", "H"],
  "coordinates": [[-0.692, 1.028, -0.377], [0.564, -0.637, 0.350], [-0.375, 1.626, -1.322], [-0.710, -1.756, -0.308], [2.035, -0.519, -0.661], [0.743, -0.801, 2.021], [-1.564, 1.058, 0.298]],
  "de_lowest_kcal_mol": 44.8,
  "e_homo_ev": -8.9,
  "charge": 0,
  "orbital_gap_ev": 9.1478,
  "max_force_ev_per_a": 4.6
}

---

- Which formula does entry 4 have?
  C2HCl2NO2